This record from the OMol25 dataset describes a structure of composition C26H25BCl37O4PS. The level of theory is ωB97M-V with the def2-TZVPD basis set.

Properties
* total charge: 0
* E_LUMO: -2.1 eV
* multiplicity: 1
* highest occupied orbital energy: -8.6 eV

Geometry as XYZ:
```
95
Properties=species:S:1:pos:R:3:lowdin_charge:R:1
C 1.82 -1.40 -0.08 -0.246
C 1.69 -0.05 -0.75 -0.329
C 0.44 1.00 -0.39 -0.141
C -1.00 0.54 -1.00 -0.093
C -1.32 -0.80 -1.60 0.068
C -2.83 -1.15 -2.24 -0.188
O -2.83 -2.03 -3.24 -0.031
C -4.11 -0.34 -1.63 0.030
C -5.67 -0.85 -1.60 0.022
B -6.09 -2.33 -2.18 -0.452
C -6.20 -3.63 -1.14 -0.062
O -6.39 -2.48 -3.61 0.011
C -6.91 0.09 -0.98 -0.301
P -8.72 -0.53 -1.02 0.637
O -9.84 0.67 -0.38 -0.400
Cl -9.26 -0.69 -3.11 0.153
C -6.62 1.57 -0.33 -0.041
C -5.02 2.06 -0.32 -0.423
S -4.73 3.76 0.50 0.642
C -3.80 1.15 -0.97 -0.003
C -2.23 1.67 -0.95 -0.178
O -1.84 2.96 -0.94 -0.058
H 2.78 -2.06 -0.17 0.018
H 0.89 -1.74 0.58 0.065
H 2.55 0.21 -1.52 -0.102
H 0.44 1.27 0.75 0.091
H 0.74 2.01 -0.95 0.094
H -0.47 -1.62 -1.65 0.115
H -5.27 -3.56 -0.43 0.073
H -7.17 -3.60 -0.47 0.088
H -6.26 -4.65 -1.74 0.056
H -6.19 -3.41 -3.93 0.117
H -9.37 1.24 0.31 0.045
H -7.45 2.29 0.14 0.094
H -4.95 3.47 1.88 -0.102
C 3.53 0.64 2.70 -1.537
Cl 4.05 -1.01 2.30 0.536
Cl 3.79 1.72 1.32 0.539
Cl 1.82 0.64 3.17 0.526
H 4.12 1.00 3.54 -0.101
C 2.76 -2.34 -3.88 -1.425
Cl 4.06 -3.54 -3.95 0.509
Cl 2.51 -1.79 -2.22 0.691
Cl 3.14 -0.97 -4.94 0.493
H 1.84 -2.81 -4.24 0.026
C 4.88 3.11 6.32 -1.466
Cl 4.42 2.84 4.63 0.537
Cl 6.34 2.20 6.72 0.547
Cl 5.11 4.83 6.64 0.533
H 4.07 2.74 6.96 0.032
C 1.98 2.59 -3.91 -1.433
Cl 2.87 1.55 -2.79 0.554
Cl 2.60 2.43 -5.56 0.527
Cl 0.25 2.21 -3.86 0.561
H 2.11 3.63 -3.59 0.028
C 1.90 -3.99 3.82 -1.519
Cl 3.14 -4.37 2.61 0.508
Cl 2.65 -3.50 5.35 0.519
Cl 0.81 -2.73 3.23 0.510
H 1.31 -4.90 4.00 0.018
C 7.26 7.75 7.46 -1.554
Cl 8.56 6.55 7.40 0.510
Cl 7.01 8.30 9.13 0.517
Cl 7.64 9.13 6.41 0.518
H 6.34 7.29 7.11 -0.036
C -1.97 -0.36 -6.54 -1.529
Cl -3.08 0.93 -7.02 0.519
Cl -2.05 -1.71 -7.69 0.517
Cl -0.31 0.25 -6.42 0.486
H -2.27 -0.73 -5.55 -0.005
C 7.14 0.02 -3.65 -1.500
Cl 6.96 -1.44 -4.62 0.516
Cl 7.72 1.37 -4.64 0.513
Cl 5.61 0.44 -2.87 0.471
H 7.88 -0.17 -2.87 0.022
C -5.23 -7.78 -0.52 -1.535
Cl -4.63 -7.90 -2.18 0.523
Cl -4.23 -6.67 0.43 0.503
Cl -6.92 -7.26 -0.51 0.514
H -5.17 -8.77 -0.06 -0.019
C 1.99 6.61 4.15 -1.515
Cl 2.56 7.52 5.56 0.510
Cl 2.74 5.01 4.11 0.478
Cl 0.23 6.48 4.17 0.521
H 2.29 7.15 3.25 0.020
C 7.36 4.52 -2.16 -1.528
Cl 8.98 4.21 -2.80 0.508
Cl 6.17 4.54 -3.47 0.504
Cl 6.93 3.31 -0.94 0.503
H 7.36 5.51 -1.68 0.017
C -5.57 -8.70 3.66 -1.521
Cl -6.68 -7.41 3.18 0.511
Cl -5.65 -10.05 2.52 0.532
Cl -3.91 -8.09 3.78 0.507
H -5.87 -9.07 4.65 0.018
```